DFT (ωB97M-V/def2-TZVPD) results for C20H28BClF4N2O2Sc as an isolated structure at a distorted geometry.

```
59
Properties=species:S:1:pos:R:3:forces:R:3
Sc -0.4992 0.0778 0.3719 1.940 0.079 -1.204
Cl -1.1483 -2.0776 -0.3931 -0.243 -0.533 -0.138
N 0.6487 -0.6828 2.0235 2.138 -0.503 0.178
N -1.5099 1.1073 -1.2179 0.680 0.659 -2.054
C 1.8786 -1.1770 1.9449 -3.597 -0.103 0.423
C -1.0662 1.2220 -2.4647 -2.134 -1.219 2.679
C -0.0066 -1.1942 3.2448 0.620 -0.442 0.311
C 0.8286 -2.4605 3.5365 0.516 0.516 -1.487
C -1.4739 -1.5107 3.0624 -0.668 -0.314 0.158
C 0.1946 -0.1609 4.3297 -0.124 0.425 0.430
H -1.6128 -2.1961 2.2194 -0.054 0.067 0.193
H -2.0745 -0.6028 2.8843 0.313 -0.262 0.110
H -1.8752 -1.9855 3.9846 0.234 0.255 -0.485
H 1.2656 0.0427 4.4535 -0.175 -0.079 0.169
H -0.2600 -0.5005 5.2827 0.319 0.158 -0.385
H -0.3011 0.7667 4.0294 0.237 -0.250 0.199
C -2.9754 1.2905 -1.2031 -0.150 0.172 -0.774
C -3.3431 0.9915 -2.6737 1.568 -0.400 0.150
C -3.2421 2.7427 -0.8693 -0.212 0.464 0.250
C -3.6965 0.3655 -0.2480 -0.533 -0.330 0.326
H -3.4126 -0.6756 -0.4395 -0.155 0.162 0.047
H -4.7945 0.4740 -0.3780 0.554 -0.057 0.042
H -3.4793 0.6112 0.8040 -0.030 -0.009 -0.402
H -2.7227 3.3880 -1.5897 -0.250 -0.027 0.089
H -2.8544 2.9562 0.1312 -0.133 0.058 -0.372
H -4.3322 2.9468 -0.8658 0.515 -0.008 -0.077
O -2.0492 1.2108 -3.3794 -0.489 0.446 -0.233
H -4.1003 1.6368 -3.1159 0.142 -0.003 0.025
H -3.5728 -0.0731 -2.7981 -0.098 0.195 -0.134
O 2.1013 -2.1812 2.8069 0.082 -0.089 0.744
H 0.3863 -3.3294 3.0369 0.128 -0.021 0.212
H 1.0585 -2.6508 4.5832 0.047 0.077 -0.105
C 2.8960 -0.7394 0.9928 1.669 -0.409 0.082
C 0.3391 1.3002 -2.8566 0.592 0.425 -1.487
C 1.3201 0.3046 -2.2919 1.002 -0.575 -2.064
H 0.7121 2.2827 -2.5121 -0.175 0.356 0.053
H 0.3462 1.3110 -3.9748 0.098 0.011 0.968
C 1.5961 0.3306 -0.8858 -3.306 -1.111 1.566
C 2.5384 -0.6613 -0.4684 1.881 -1.281 -0.771
H 1.2832 1.2751 -0.1619 1.211 -0.430 -1.091
C 3.3458 -1.3837 -1.4034 0.297 0.588 1.776
C 3.1745 -1.2563 -2.7806 0.277 -0.085 -0.207
C 4.5729 -2.1933 -0.9437 -0.393 -0.048 -0.073
C 2.1398 -0.4279 -3.2107 -1.034 1.648 -0.120
H 3.8788 -1.7395 -3.5058 -0.809 0.479 0.791
C 2.0482 -0.1909 -4.7301 -0.154 -0.241 0.273
H 2.7759 -0.8313 -5.2594 -0.351 0.195 0.274
H 2.2858 0.8539 -4.9973 -0.114 -0.313 0.144
H 1.0444 -0.4216 -5.1173 0.270 0.070 -0.002
H 5.3239 -1.5528 -0.4483 -0.297 -0.172 -0.125
H 5.0694 -2.6565 -1.8143 -0.292 0.151 0.344
H 4.2917 -2.9934 -0.2428 0.163 0.153 -0.166
H 3.7918 -1.3854 1.1765 -0.742 0.626 -0.236
H 3.1687 0.2951 1.2689 0.013 0.224 0.338
F -1.2985 1.3877 1.6839 -1.061 1.465 1.293
B -2.0214 2.5396 2.6921 -0.576 -1.697 -0.191
F -1.2747 3.6326 2.6133 0.585 0.622 -0.171
F -3.2962 2.6560 2.1728 0.355 -0.053 0.225
F -2.0113 1.8924 3.9115 -0.102 0.317 -0.310
```
Forces are in eV/Å.

- HOMO level (alpha / beta): -0.02947 / -0.03019 Eh
- Total charge: -1